116
Properties=species:S:1:pos:R:3:forces:R:3:lowdin_charge:R:1 method="wB97M-V/def2-TZVPD" homo_lumo_gap_ha=0.320 smiles="O=S1(=O)OC[C@@H](c2cccnc2)O1.CN(C)C=O.CN(C)C=O.CN(C)C=O.CN(C)C=O.CN(C)C=O.CN(C)C=O.CN(C)C=O.CN(C)C=O" total_energy_ev=-81984.2771 homo_energy_ev=-8.343 lumo_energy_ev=0.357
O -0.10566 -6.45638 0.28080 1.0 1.2 -0.7 -0.232
S -0.65028 -5.71264 1.36967 -0.4 -1.8 -0.3 0.568
O -1.51933 -6.56873 2.09821 -0.5 1.1 1.4 -0.232
O 0.47290 -5.03436 2.26291 -0.1 -0.4 -0.3 -0.178
C 0.63268 -3.63872 1.92330 0.8 0.3 0.1 -0.100
C -0.29159 -3.33839 0.75703 -0.3 -1.0 -0.7 -0.198
C 0.22809 -3.63298 -0.64543 -0.3 0.5 0.6 -0.160
C -0.63925 -4.08002 -1.62727 0.4 0.3 0.1 0.000
C -0.06882 -4.35368 -2.84643 -0.9 -0.2 0.0 -0.048
C 1.27676 -4.17234 -3.02578 1.1 -0.1 -1.0 -0.138
N 2.13766 -3.70612 -2.12656 -1.2 -0.4 0.2 0.091
C 1.55042 -3.45250 -0.95415 1.1 0.2 0.5 -0.115
O -1.34626 -4.35221 0.97552 -0.4 0.0 0.1 -0.177
H 1.67225 -3.47093 1.66618 0.1 0.0 0.0 0.115
H 0.41650 -3.07771 2.82345 -0.3 0.2 0.0 0.137
H -0.76031 -2.36224 0.79630 -0.1 0.0 0.1 0.127
H -1.68613 -4.21116 -1.42283 -0.2 -0.1 -0.1 0.128
H -0.66918 -4.72136 -3.66151 -0.1 -0.1 -0.2 0.106
H 1.69440 -4.42838 -3.99278 0.1 0.0 -0.1 0.108
H 2.20087 -3.05896 -0.18242 0.1 0.1 -0.1 0.093
C 1.73119 1.59951 -2.06191 0.2 -0.3 0.1 -0.063
N 2.06688 0.44086 -1.25567 -0.1 0.1 0.1 -0.168
C 3.04771 -0.52162 -1.75169 -0.4 0.2 0.2 -0.024
C 1.50289 0.21914 -0.06347 -0.1 0.1 -0.2 -0.349
O 1.73873 -0.73830 0.66299 0.0 -0.2 0.2 -0.009
H 1.32720 1.27278 -3.02110 0.0 0.1 0.0 0.090
H 2.63030 2.19530 -2.23655 -0.1 0.1 -0.1 0.090
H 0.99049 2.21666 -1.56319 0.0 0.0 0.0 0.063
H 2.58641 -1.50476 -1.82738 0.3 0.2 -0.1 0.056
H 3.87675 -0.58506 -1.06038 0.1 0.0 0.0 0.070
H 3.41197 -0.21447 -2.72904 -0.1 0.1 0.0 0.097
H 0.77683 0.99957 0.22134 0.0 0.0 0.0 0.122
C 1.35998 -9.41220 2.40265 0.3 -0.1 0.0 -0.038
N 2.76649 -9.09036 2.22817 -0.1 -0.1 0.0 -0.190
C 3.77532 -10.07390 2.58231 0.1 0.2 -0.1 -0.041
C 3.16057 -7.90067 1.74977 -0.3 0.4 -0.1 -0.329
O 4.31126 -7.53992 1.57980 0.1 -0.6 0.1 -0.002
H 1.16566 -9.62976 3.45473 -0.1 0.0 0.0 0.091
H 1.10569 -10.28530 1.79912 -0.1 0.0 0.0 0.092
H 0.73845 -8.57451 2.09008 0.0 0.0 0.0 0.071
H 4.43420 -9.66928 3.35155 0.0 -0.1 0.0 0.091
H 4.38086 -10.31547 1.70812 0.0 -0.1 0.0 0.092
H 3.29512 -10.97589 2.95249 -0.1 0.0 0.0 0.084
H 2.30959 -7.23617 1.52068 0.0 0.0 0.0 0.126
C -4.18277 1.21262 1.00938 0.1 -0.5 -0.2 -0.044
N -3.45218 0.08511 0.44219 0.0 0.2 0.2 -0.178
C -4.12943 -1.19345 0.30837 0.2 0.0 -0.1 -0.028
C -2.17997 0.18236 0.03923 0.1 0.0 0.0 -0.337
O -1.52855 -0.73395 -0.43966 0.0 -0.1 0.0 -0.002
H -4.50665 0.96299 2.01896 -0.1 0.2 0.0 0.068
H -5.05332 1.42677 0.39993 -0.1 0.1 0.1 0.071
H -3.54796 2.09585 1.04750 0.1 0.0 0.0 0.084
H -3.59832 -1.95881 0.87764 -0.1 -0.1 0.0 0.087
H -4.14377 -1.49713 -0.73893 0.0 -0.1 0.0 0.095
H -5.14827 -1.10807 0.67629 0.0 0.1 0.0 0.090
H -1.75446 1.18942 0.17961 0.0 0.0 0.0 0.132
C -6.71273 5.37885 3.32609 0.2 0.0 -0.2 -0.057
N -6.38009 4.60033 2.15044 -0.1 0.2 0.1 -0.190
C -5.37154 5.09902 1.23258 -0.1 -0.2 0.0 -0.033
C -6.97346 3.42667 1.88298 -0.1 -0.2 0.1 -0.346
O -6.72817 2.72804 0.91565 -0.1 0.2 -0.1 -0.008
H -7.08627 6.36096 3.02766 0.0 0.0 0.1 0.087
H -5.82470 5.50771 3.94743 -0.1 0.0 0.1 0.090
H -7.47799 4.87137 3.90831 0.0 -0.1 0.0 0.084
H -5.80391 5.22710 0.23950 0.1 0.0 0.0 0.094
H -4.55228 4.38348 1.15845 0.0 0.1 0.0 0.080
H -4.98921 6.05195 1.58863 0.0 0.0 0.1 0.086
H -7.72015 3.13682 2.63911 0.0 0.0 0.0 0.136
C -3.30295 -0.77065 5.89481 -0.2 0.1 0.1 -0.052
N -4.26096 0.30459 5.72051 0.1 -0.1 0.0 -0.195
C -5.32471 0.47279 6.69686 0.0 0.1 -0.2 -0.038
C -4.19918 1.15443 4.68260 0.1 0.1 -0.1 -0.366
O -4.97280 2.07349 4.48433 -0.1 0.0 0.0 0.004
H -3.81985 -1.73203 5.89502 0.1 0.0 0.0 0.091
H -2.77745 -0.64920 6.84382 0.1 -0.1 0.0 0.090
H -2.57594 -0.76153 5.08565 0.0 0.0 0.0 0.083
H -6.29449 0.38617 6.20616 0.0 0.0 0.1 0.093
H -5.25851 1.46247 7.14956 -0.1 0.0 0.0 0.092
H -5.23852 -0.28696 7.46896 0.0 0.0 0.0 0.086
H -3.35680 0.94354 4.00144 0.0 0.0 0.0 0.128
C -0.09312 6.17745 -5.76220 0.2 -0.2 0.0 -0.050
N 0.22819 5.02351 -4.94345 0.0 0.1 0.0 -0.190
C 1.20306 4.06009 -5.43162 -0.1 -0.1 0.2 -0.031
C -0.34412 4.81306 -3.74649 -0.1 0.0 0.0 -0.351
O -0.10848 3.86440 -3.02229 0.0 0.0 0.0 0.003
H -0.49339 5.84377 -6.72130 0.0 0.1 0.0 0.094
H 0.81349 6.75601 -5.93560 -0.1 0.1 -0.2 0.058
H -0.83237 6.80368 -5.26627 0.0 -0.1 0.1 0.085
H 0.74067 3.07561 -5.51220 0.1 0.0 0.0 0.093
H 2.03655 3.98988 -4.73236 0.0 0.0 -0.1 0.091
H 1.57221 4.37229 -6.40449 0.0 0.1 0.0 0.090
H -1.06798 5.59832 -3.46769 0.0 0.0 0.0 0.131
C 4.83590 -4.82365 1.45864 0.2 0.7 0.1 -0.066
N 5.28177 -3.60694 0.80237 0.0 -0.1 0.1 -0.184
C 6.15840 -2.69273 1.51007 -0.1 0.1 -0.2 -0.042
C 4.89066 -3.29064 -0.44129 -0.3 -0.1 -0.1 -0.355
O 5.18782 -2.25920 -1.01694 0.4 -0.1 0.0 -0.006
H 4.28750 -4.54988 2.36532 0.0 -0.2 0.1 0.092
H 5.69071 -5.43882 1.73007 -0.1 -0.1 0.0 0.086
H 4.18737 -5.39565 0.80981 0.0 0.0 -0.1 0.067
H 5.68043 -1.71603 1.60137 0.1 0.0 0.0 0.090
H 7.08927 -2.56584 0.95518 0.0 0.1 0.1 0.090
H 6.37588 -3.08582 2.50010 0.0 -0.1 0.0 0.083
H 4.22897 -4.04475 -0.89746 0.1 0.0 0.0 0.117
C 2.82001 9.74371 -3.55626 0.1 0.1 -0.2 -0.056
N 3.26597 9.20551 -4.82663 0.0 0.1 0.1 -0.197
C 4.01499 10.05767 -5.73591 0.0 -0.2 -0.1 -0.038
C 3.01031 7.93867 -5.19563 0.0 -0.2 0.1 -0.374
O 3.35618 7.43244 -6.24538 0.0 0.1 -0.1 0.012
H 2.16093 10.59755 -3.72553 0.0 0.0 0.1 0.089
H 3.68016 10.06983 -2.96860 -0.1 0.0 0.1 0.090
H 2.27783 8.98524 -2.99571 0.0 0.0 0.0 0.083
H 3.48428 10.14388 -6.68440 0.1 0.0 0.0 0.093
H 4.99389 9.61977 -5.93180 0.0 0.1 -0.1 0.094
H 4.13882 11.04412 -5.29708 0.0 0.0 0.1 0.085
H 2.43931 7.37394 -4.43706 0.0 0.1 0.1 0.128



14
Properties=species:S:1:pos:R:3:forces:R:3:lowdin_charge:R:1 method="wB97M-V/def2-TZVPD" charge=-1 de_lowest_kj_mol=223.3 homo_lumo_gap_ha=0.257 total_energy_ev=-19142.9584 homo_energy_ev=-3.924 lumo_energy_ev=3.078
O 1.46827 -0.32248 -0.18377 -0.3 0.4 0.0 -0.183
C 2.79916 0.21204 0.45133 3.6 -1.3 -0.5 -0.693
O 3.59561 -0.59240 0.90268 -1.9 0.4 -0.2 0.052
O 2.93236 1.40881 0.15902 -0.3 -0.5 0.9 -0.175
H -2.41864 0.04386 1.05972 0.3 0.1 -0.2 0.109
O -1.01992 1.45892 0.48656 -1.4 -0.5 0.9 -0.500
C -1.90457 0.46962 0.16206 -0.2 -0.4 0.0 -0.421
C -1.26678 -0.72021 -0.55670 -0.1 -0.1 0.0 -0.183
O -0.38490 -1.42702 0.35606 -0.2 -0.2 -0.7 -0.077
C 0.90640 -1.30396 0.46748 0.7 -1.2 1.8 -0.151
H -2.76023 0.76714 -0.49353 0.3 0.3 0.0 0.101
H -0.70689 -0.48807 -1.46902 -0.1 0.3 0.1 0.103
H -2.03343 -1.46292 -0.81827 0.1 0.1 0.1 0.115
Tl 0.79355 1.95667 -0.52363 -0.5 2.6 -2.2 0.902



18
Properties=species:S:1:pos:R:3:forces:R:3:lowdin_charge:R:1 method="wB97M-V/def2-TZVPD" de_lowest_kj_mol=721.7 homo_lumo_gap_ha=0.344 total_energy_ev=-19259.5497 homo_energy_ev=-8.571 lumo_energy_ev=0.799
C -0.71960 -1.66202 0.31086 -3.2 -0.2 -2.2 -0.264
C -0.08939 -1.05581 1.53309 -0.3 -4.6 2.6 -0.582
C -0.07682 1.24093 0.39676 4.3 -0.3 0.8 -0.624
C 1.08031 2.05113 -0.14954 1.8 -2.8 0.0 -0.085
C 0.97014 0.53799 -0.63109 -4.1 2.6 0.8 -0.163
C -0.18990 0.09118 -1.72037 0.5 -0.6 1.4 -0.097
H -1.86013 -1.81695 0.47083 2.0 -0.2 0.4 0.143
H -0.32546 -2.70156 0.06336 0.1 1.5 0.2 0.133
H 0.98648 -1.47506 1.66100 -1.7 0.9 -0.1 0.098
H -0.82045 -1.70431 2.29804 2.5 1.6 -1.1 0.135
H -1.05193 1.22732 0.06700 -1.5 1.3 -1.6 0.028
H 0.61159 2.54139 -0.88264 -1.0 2.8 -2.9 0.029
H 2.14633 2.48147 0.07364 -2.6 -1.0 0.7 0.151
H 1.53575 -0.16425 -0.03222 0.2 -0.4 -0.8 0.097
H -1.22586 1.13259 -1.83188 3.9 -3.2 -0.5 0.234
H 0.33965 -0.47642 -2.73348 -2.1 1.8 2.7 0.152
O -1.02955 -0.85636 -0.88668 1.0 0.6 -1.9 -0.294
S -0.28116 0.60876 1.99331 0.4 0.2 1.5 0.909



91
Properties=species:S:1:pos:R:3:forces:R:3:lowdin_charge:R:1 method="wB97M-V/def2-TZVPD" homo_lumo_gap_ha=0.409 smiles="N#CC[C@H](C#N)C(F)(F)C(F)F.CCOC(=O)OC.CCOC(=O)OC.CCOC(=O)OC.CCOC(=O)OC.CCOC(=O)OC" total_energy_ev=-72238.8077 homo_energy_ev=-10.749 lumo_energy_ev=0.376
N 1.58070 -0.18549 2.41202 -0.3 -0.1 0.2 0.191
C 1.23645 -1.06999 1.76568 0.4 0.2 -0.5 -0.197
C 0.97474 -2.16730 0.83195 -0.1 -0.3 0.3 -0.088
C 0.22752 -3.34845 1.53923 0.4 0.0 -0.4 -0.167
C 0.92019 -4.60783 1.22333 -0.2 0.1 -0.1 -0.173
N 1.44935 -5.56815 0.89137 0.1 -0.1 0.1 0.197
C -1.24125 -3.50998 1.12478 0.0 0.0 0.1 -0.451
F -1.78392 -4.50469 1.88340 0.1 0.2 -0.1 0.113
F -1.32194 -3.88289 -0.17207 0.0 0.1 0.1 0.145
C -2.11519 -2.26792 1.34683 -0.7 -0.1 0.1 -0.273
F -3.39756 -2.60042 1.02668 0.4 0.1 0.0 0.085
F -1.73342 -1.26240 0.52825 0.0 -0.1 0.1 0.092
H 1.93447 -2.53463 0.47170 0.0 0.1 0.0 0.134
H 0.43471 -1.79250 -0.03474 -0.1 0.0 0.0 0.125
H 0.28601 -3.20933 2.61874 -0.2 0.0 0.0 0.162
H -2.11282 -1.93666 2.38899 0.2 0.1 -0.1 0.181
C 3.40923 2.19292 -3.39558 0.0 0.0 0.2 -0.059
C 1.96938 2.14122 -3.85474 0.2 0.1 -0.3 -0.202
O 1.14787 1.39054 -2.94148 -0.1 0.0 0.0 0.034
C 0.77419 2.04353 -1.84338 0.1 -0.1 0.0 -0.618
O 1.02500 3.18815 -1.57148 0.0 0.0 0.0 0.126
O 0.07681 1.19860 -1.07825 -0.1 -0.1 0.0 -0.006
C -0.32720 1.74034 0.18420 -0.1 0.0 0.2 -0.041
H 3.79369 1.18491 -3.23079 0.0 0.0 -0.1 0.083
H 4.02065 2.68011 -4.15498 0.0 0.0 0.0 0.068
H 3.50649 2.74754 -2.46212 0.0 0.1 0.0 0.073
H 1.89207 1.61623 -4.80457 -0.1 -0.1 0.1 0.121
H 1.55391 3.13955 -3.98585 0.0 0.0 0.1 0.125
H -0.88018 2.66896 0.06359 0.1 0.0 -0.1 0.099
H 0.54536 1.89627 0.81619 0.0 0.1 0.0 0.082
H -0.97258 0.99876 0.64475 0.0 0.0 -0.1 0.073
C -5.01043 -6.10730 2.33548 -0.2 -0.1 0.0 -0.054
C -5.66290 -4.76664 2.07483 0.3 0.0 0.1 -0.212
O -7.03367 -4.91825 1.66879 -0.1 0.1 0.0 0.040
C -7.89696 -5.15619 2.65404 0.0 0.0 -0.1 -0.613
O -7.63882 -5.21931 3.82832 0.0 0.0 0.0 0.122
O -9.10768 -5.31265 2.11534 0.0 0.0 0.0 0.004
C -10.13698 -5.62107 3.05814 -0.2 0.0 0.0 -0.040
H -5.11306 -6.75390 1.46318 0.1 0.0 0.0 0.086
H -3.95056 -5.97588 2.54996 0.0 0.0 0.0 0.067
H -5.47448 -6.60888 3.18403 0.0 0.1 0.0 0.078
H -5.17593 -4.26021 1.24684 -0.1 0.0 -0.1 0.106
H -5.60944 -4.11730 2.94913 -0.1 -0.1 0.0 0.122
H -10.15891 -4.88996 3.86324 0.1 0.0 0.0 0.095
H -9.98681 -6.61854 3.46834 0.0 0.0 0.1 0.098
H -11.07239 -5.58944 2.50721 0.1 0.0 -0.1 0.093
C 1.89552 2.98691 -9.41881 0.1 0.1 0.1 -0.064
C 2.92289 1.87600 -9.39390 -0.3 -0.1 -0.1 -0.210
O 4.26067 2.39214 -9.30395 0.1 0.0 0.0 0.040
C 4.64606 2.77234 -8.08831 0.0 0.0 -0.1 -0.610
O 3.99396 2.69439 -7.07810 0.0 0.0 0.1 0.111
O 5.88715 3.24923 -8.17557 0.0 0.0 0.0 0.009
C 6.42511 3.73002 -6.94094 0.1 0.1 0.1 -0.036
H 2.11883 3.69326 -10.21914 0.0 -0.1 0.0 0.082
H 0.90052 2.57393 -9.58464 0.0 0.0 0.0 0.080
H 1.88808 3.53423 -8.47696 0.0 -0.1 0.0 0.074
H 2.90163 1.31425 -10.32572 0.1 0.0 0.0 0.123
H 2.74284 1.18066 -8.57450 0.1 0.1 0.1 0.121
H 6.35532 2.97116 -6.16455 -0.1 0.0 0.0 0.093
H 5.90165 4.63186 -6.62695 0.0 0.0 0.0 0.099
H 7.46822 3.96140 -7.13439 0.0 0.0 -0.1 0.094
C -3.13032 3.54313 5.10016 -0.1 0.0 -0.2 -0.063
C -3.56340 2.29789 5.84291 0.3 0.1 0.1 -0.209
O -4.83374 1.81508 5.37472 -0.1 0.0 0.0 0.040
C -4.80004 1.12244 4.24010 -0.1 0.0 0.1 -0.614
O -3.81333 0.84516 3.60494 0.1 -0.1 -0.1 0.108
O -6.04708 0.77616 3.92539 0.0 0.0 0.0 0.010
C -6.17190 0.04568 2.70190 -0.1 -0.1 -0.1 -0.031
H -3.90647 4.30730 5.15443 0.0 0.0 0.1 0.082
H -2.21557 3.94199 5.53832 0.0 0.0 0.0 0.081
H -2.94178 3.32646 4.04935 0.0 0.0 0.0 0.074
H -3.71861 2.51591 6.89769 -0.1 0.0 0.0 0.123
H -2.81947 1.50552 5.76617 0.0 0.0 -0.1 0.122
H -5.51826 -0.82421 2.69861 0.1 0.0 0.0 0.084
H -5.93906 0.68757 1.85368 0.1 0.0 0.0 0.100
H -7.20757 -0.27535 2.64461 0.0 0.1 0.1 0.095
C 8.42834 1.39036 3.61066 -0.1 -0.1 0.0 -0.066
C 8.16388 2.51364 2.63146 0.2 0.1 0.2 -0.214
O 7.37223 2.07189 1.51832 0.0 0.0 -0.1 0.034
C 6.06353 1.97116 1.75571 0.0 0.0 0.0 -0.611
O 5.50651 2.23909 2.78793 0.0 0.0 0.0 0.126
O 5.47722 1.52036 0.64657 0.0 0.0 0.0 0.007
C 4.06547 1.31515 0.76436 -0.1 0.0 -0.1 -0.043
H 8.87712 0.53798 3.09906 0.1 0.0 0.0 0.081
H 9.10892 1.72651 4.39306 0.0 0.0 0.0 0.079
H 7.50378 1.05582 4.07950 0.0 0.1 0.0 0.076
H 9.09562 2.86461 2.19145 0.0 0.0 -0.1 0.121
H 7.67647 3.35981 3.11487 -0.1 -0.1 0.0 0.122
H 3.56913 2.21110 1.13102 0.0 0.0 0.1 0.099
H 3.85815 0.48084 1.42836 0.0 0.0 0.1 0.068
H 3.70811 1.08567 -0.23736 0.1 0.0 0.0 0.085